1.
13
Properties=species:S:1:pos:R:3:lowdin_charge:R:1 method="wB97M-V/def2-TZVPD" spin_multiplicity=1 fmax_ha_per_bohr=0.004 mol_weight_g_mol=81.1 de_lowest_kcal_mol=1.6 e_tot_ha=-249.47075 gap_ha=0.3387 smiles=Cc1cc[nH]c1
N -0.446 1.545 -0.799 -0.002
C 0.010 -0.323 0.321 -0.307
C -0.649 0.880 0.383 -0.100
C 0.076 -1.347 1.415 -0.067
C 0.631 -0.383 -0.963 -0.066
C 0.338 0.784 -1.621 -0.139
H 1.230 -1.198 -1.352 0.100
H -0.850 2.433 -1.044 0.143
H -1.229 1.319 1.183 0.115
H -0.530 -2.232 1.192 0.073
H -0.287 -0.925 2.357 0.071
H 0.662 1.163 -2.579 0.105
H 1.103 -1.689 1.582 0.074


2.
13
Properties=species:S:1:pos:R:3:lowdin_charge:R:1 method="wB97M-V/def2-TZVPD" spin_multiplicity=1 fmax_ha_per_bohr=0.010 mol_weight_g_mol=81.1 de_lowest_kcal_mol=124.7 e_tot_ha=-249.27449 gap_ha=0.2855
N -0.658 -0.378 0.540 -0.043
C -0.285 0.683 1.483 -0.016
C 1.720 -0.838 -1.385 0.033
C 0.577 0.077 0.463 -0.241
C 1.716 0.064 -0.304 -0.229
C -1.674 -0.418 -0.495 -0.034
H 2.509 0.741 0.023 0.082
H 2.716 -0.754 -1.871 -0.023
H -0.622 1.703 1.282 0.112
H -0.247 0.393 2.530 0.104
H -1.259 -0.980 -1.334 0.079
H -1.916 0.603 -0.820 0.094
H -2.577 -0.898 -0.113 0.083


3.
13
Properties=species:S:1:pos:R:3:lowdin_charge:R:1 method="wB97M-V/def2-TZVPD" spin_multiplicity=1 fmax_ha_per_bohr=0.093 mol_weight_g_mol=81.1 de_lowest_kcal_mol=55.6 e_tot_ha=-249.38458 gap_ha=0.3414 smiles=Cn1cccc1
N -0.420 -0.006 -0.292 -0.105
C -1.903 -0.034 0.127 -0.048
C 0.375 -1.122 -0.076 -0.155
C 1.749 0.568 0.111 -0.149
C 0.538 1.235 -0.091 0.006
C 1.671 -0.835 0.113 -0.121
H 0.100 2.246 -0.037 0.094
H -2.596 -0.322 -0.691 0.081
H 2.505 -1.228 -0.316 0.070
H 2.669 1.111 0.078 0.084
H -0.189 -2.044 -0.113 0.114
H -2.275 0.935 0.094 0.032
H -2.225 -0.504 1.093 0.097


4.
13
Properties=species:S:1:pos:R:3:lowdin_charge:R:1 method="wB97M-V/def2-TZVPD" spin_multiplicity=1 fmax_ha_per_bohr=0.016 mol_weight_g_mol=81.1 de_lowest_kcal_mol=113.3 e_tot_ha=-249.29264 gap_ha="0.2802 / 0.2675"
N 0.449 0.026 -0.450 -0.271
C 0.312 1.480 -0.353 -0.019
C -1.118 -1.072 1.100 -0.152
C -0.553 -0.851 -0.158 -0.189
C -1.688 -1.319 2.137 0.098
C 1.243 -0.602 -1.316 0.015
H -2.155 -1.524 3.063 0.010
H -0.097 1.760 0.619 0.093
H 1.457 -0.155 -2.279 0.070
H -0.977 -1.352 -1.006 0.098
H 1.275 1.974 -0.490 0.087
H -0.384 1.807 -1.130 0.093
H 1.549 -1.610 -1.080 0.067


5.
13
Properties=species:S:1:pos:R:3:lowdin_charge:R:1 method="wB97M-V/def2-TZVPD" spin_multiplicity=1 fmax_ha_per_bohr=0.009 mol_weight_g_mol=81.1 de_lowest_kcal_mol=73.6 e_tot_ha=-249.35588 gap_ha=0.3856 smiles=C#C[C@@H]1CN1C
N 0.385 0.246 0.680 -0.127
C -0.398 -0.183 -0.467 -0.316
C -0.174 -1.085 0.700 -0.107
C 1.813 0.356 0.446 -0.104
C -1.649 0.491 -0.748 -0.085
C -2.670 1.052 -1.052 0.111
H 2.026 1.339 0.016 0.084
H -0.970 -1.256 1.421 0.110
H 0.494 -1.931 0.529 0.108
H 2.344 0.273 1.399 0.083
H -3.570 1.562 -1.319 0.023
H 0.167 -0.447 -1.363 0.139
H 2.202 -0.418 -0.240 0.081


6.
13
Properties=species:S:1:pos:R:3:lowdin_charge:R:1 method="wB97M-V/def2-TZVPD" spin_multiplicity=1 fmax_ha_per_bohr=0.095 mol_weight_g_mol=81.1 de_lowest_kcal_mol=108.9 e_tot_ha=-249.29973 gap_ha="0.3070 / 0.3071"
N -0.092 1.940 0.314 -0.061
C -0.085 -0.277 -0.287 -0.312
C -0.203 3.148 0.545 0.077
C -0.379 0.994 -0.421 -0.052
C -0.426 -1.179 -1.436 -0.061
C 0.484 -0.878 0.983 -0.040
H 0.306 3.426 1.452 0.028
H -0.557 -2.208 -1.154 0.075
H 0.732 -0.121 1.679 0.057
H 1.251 -1.678 0.937 0.097
H -0.316 -1.322 1.474 0.055
H 0.442 -1.147 -2.078 0.080
H -1.155 -0.699 -2.009 0.056


7.
13
Properties=species:S:1:pos:R:3:lowdin_charge:R:1 method="wB97M-V/def2-TZVPD" spin_multiplicity=1 fmax_ha_per_bohr=0.041 mol_weight_g_mol=81.1 de_lowest_kcal_mol=82.3 e_tot_ha=-249.34213 gap_ha=0.3856 smiles="[H]/N=C1/CC12CC2"
N 1.993 1.176 1.314 0.158
C -1.113 -0.832 0.407 -0.085
C 0.014 0.090 0.080 -0.336
C -1.342 0.374 -0.477 -0.083
C 1.390 0.516 0.428 -0.326
C 1.233 -0.292 -0.753 -0.021
H 1.526 -1.333 -0.705 0.114
H 1.096 1.372 1.758 0.060
H -1.998 1.161 -0.109 0.098
H 1.313 0.231 -1.698 0.116
H -1.607 -0.846 1.378 0.099
H -1.438 0.186 -1.544 0.102
H -1.066 -1.804 -0.078 0.102


8.
13
Properties=species:S:1:pos:R:3:lowdin_charge:R:1 method="wB97M-V/def2-TZVPD" spin_multiplicity=1 fmax_ha_per_bohr=0.096 mol_weight_g_mol=81.1 de_lowest_kcal_mol=137.3 e_tot_ha=-249.25444 gap_ha=0.3172
N 0.373 0.398 2.027 0.078
C 0.383 -0.365 0.952 -0.202
C -0.655 0.306 0.070 -0.110
C 0.635 -0.980 -1.479 -0.107
C -0.893 1.059 1.512 -0.120
C 0.833 0.020 -0.396 -0.214
H -0.046 -1.905 -1.218 0.132
H -1.842 0.739 1.995 0.119
H -1.605 0.081 -0.403 0.113
H 1.712 0.576 -0.513 0.117
H 1.690 -1.297 -1.756 0.098
H 0.224 -0.686 -2.393 0.046
H -0.809 2.053 1.601 0.049